Formula: C4H2S2
Source: the OMol25 dataset
Level of theory: wB97M-V/def2-TZVPD

Last column: natural (NBO) charge in e.
Atoms and positions in Å:
C: -1.8955 0.6983 0.0057  -0.352
C: -0.5673 0.1968 -0.0074  -0.023
C: 0.5623 -0.2088 0.0067  0.006
C: 1.8940 -0.7120 0.0068  -0.360
H: -1.9801 1.8440 0.0040  0.233
H: 2.0026 -1.7895 -0.0092  0.224
S: -3.2330 -0.2532 -0.0030  0.130
S: 3.2170 0.2244 -0.0037  0.141

Forces on the atoms, in the same order (eV/Å):
-0.9350 0.9334 -0.1137
-0.7112 0.2314 0.0896
0.7357 -0.2909 -0.0141
0.2500 0.4303 -0.0910
0.0714 -1.7381 0.0324
-0.1001 -0.1599 0.0380
1.0081 0.7631 0.0279
-0.3188 -0.1694 0.0310

The HOMO energy comes out at -0.345 Ha. Its charge is 0. The SMILES is S=CC#CC=S.

Formula: C4H30N2O11
Source: the OMol25 dataset
Level of theory: wB97M-V/def2-TZVPD

Last column: natural (NBO) charge in e.
Atoms and positions in Å:
C: 2.0281 3.2335 -0.7985  -0.409
N: 1.3451 2.9327 0.4414  -0.656
C: 1.4503 1.6117 0.9548  -0.325
C: 0.4708 0.6303 0.2880  0.668
N: 0.1406 -0.5245 0.9372  -0.640
C: 0.9798 -0.9819 2.0249  -0.428
O: -0.0635 0.9029 -0.7770  -0.664
H: 1.6405 4.1681 -1.2087  0.204
H: 2.0445 2.4414 -1.5447  0.194
H: 3.0688 3.5488 -0.6150  0.171
H: 0.6035 3.5847 0.6130  0.384
H: 2.4522 1.2594 0.6757  0.228
H: 1.4600 1.5904 2.0450  0.211
H: -0.5901 -1.1189 0.5690  0.435
H: 0.9115 -0.2788 2.8573  0.194
H: 0.8541 -2.0377 2.2492  0.220
H: 2.0597 -0.9521 1.8204  0.199
H: 1.7770 -0.5312 -4.0276  0.469
H: 2.0006 -2.1294 -4.0255  0.494
O: 1.3972 -1.3927 -4.2002  -0.976
H: -4.7580 0.2027 2.2434  0.486
H: -4.2907 1.1099 1.0106  0.489
O: -4.7582 0.3192 1.2937  -0.980
H: -1.9376 4.3595 1.8689  0.475
H: -0.5153 4.3052 2.3160  0.464
O: -1.1788 4.9399 2.0199  -0.934
H: 2.8861 -1.9586 -2.4293  0.465
H: 2.0491 -3.0955 -1.9187  0.505
O: 2.8475 -2.9214 -2.4462  -0.975
H: -2.1962 0.8686 1.1482  0.491
H: -1.7385 2.1214 0.4091  0.493
O: -2.3239 1.8256 1.1224  -0.982
H: 5.1499 -1.1214 0.5314  0.467
H: 4.8361 -2.1814 -0.5174  0.483
O: 4.5737 -1.3038 -0.2173  -0.948
H: -3.0261 -2.2909 1.6571  0.476
H: -2.1579 -3.3203 0.9967  0.478
O: -2.0975 -2.5188 1.5240  -0.948
H: -2.7688 -3.0056 -1.2193  0.472
H: -2.4801 -1.5675 -1.1636  0.511
O: -2.0113 -2.4146 -1.1061  -0.976
H: -3.0235 0.7700 -1.4518  0.483
H: -4.2962 0.5856 -0.6422  0.483
O: -3.6237 0.0900 -1.1209  -0.958
H: -0.2572 -3.0271 -1.3536  0.525
H: 0.5806 -3.2902 0.0521  0.481
O: 0.4859 -3.4370 -0.8855  -0.998

Forces on the atoms, in the same order (eV/Å):
0.8706 1.0188 0.2398
0.6944 0.6430 -0.5374
0.2385 -0.0548 -0.4716
-0.9814 -0.6954 0.0107
1.1165 0.5253 0.2256
0.9762 0.2321 0.1842
-0.2512 0.4319 -0.0378
-0.4906 -0.3359 -0.2640
-0.3629 -0.0421 -0.0098
0.1102 -0.5192 0.1259
-0.4713 -0.6298 0.3672
0.0049 -0.0889 0.0853
-0.4215 -0.0895 0.0133
0.1157 -0.0608 -0.1338
-0.4996 -0.6798 0.5322
-0.7669 0.2047 0.4096
-0.1539 0.1600 -0.7192
0.4390 -0.1945 0.0810
0.1615 0.4678 0.1373
-0.8798 -0.1300 -0.5065
0.1652 0.5948 0.1245
0.3699 0.2964 1.0914
-0.6509 -0.7265 -0.4362
-0.0700 0.2026 0.0030
0.1064 0.2257 0.1605
-0.0318 -0.5458 -0.1091
0.2327 -0.0281 0.2320
-0.1582 -0.2672 0.1233
0.2127 0.1146 0.0780
0.1290 0.0006 -0.0307
0.0230 -0.1861 0.0185
-0.0174 0.2779 -0.0922
0.0202 0.0390 -0.0326
-0.1624 -0.0110 -0.1154
0.0274 -0.0056 0.1173
0.1282 0.2156 0.0570
0.2647 0.0589 -0.1528
-0.3115 -0.1346 0.7157
0.3568 -0.2505 -0.1563
0.2611 0.4436 0.0805
-0.9217 -0.0637 -0.6572
0.0827 -0.1515 -0.1324
-0.0958 -0.5069 -0.2053
0.3387 0.2946 -0.4147
-0.2080 0.3271 1.0653
-0.7084 0.5343 0.0255
1.1691 -0.9111 -1.0896

The HOMO energy comes out at -0.316 Ha. Its charge is 0. The SMILES is CNCC(=O)NC.O.O.O.O.O.O.O.O.O.O.

Formula: C4H32BO24
Source: the OMol25 dataset
Level of theory: wB97M-V/def2-TZVPD

Last column: natural (NBO) charge in e.
Atoms and positions in Å:
O: -1.2430 2.5869 -1.8139  -0.579
C: -0.7701 1.5418 -1.3758  0.681
O: -0.3909 1.3583 -0.1155  -0.655
B: 0.2113 0.0099 0.0443  1.187
O: 0.1771 -0.5740 -1.3276  -0.653
C: -0.4033 0.2596 -2.1830  0.697
O: -0.5624 0.0559 -3.3841  -0.571
O: -0.5888 -0.7043 1.0806  -0.690
C: 0.1834 -1.1453 2.1022  0.691
O: -0.1033 -1.8085 3.0525  -0.547
C: 1.6137 -0.6263 1.8224  0.701
O: 1.6265 -0.0868 0.6153  -0.673
O: 2.5515 -0.8015 2.5428  -0.580
O: -3.2209 -2.1657 -1.7151  -0.933
H: -4.0252 -2.0797 -1.2033  0.468
H: -2.9135 -1.2667 -1.8319  0.466
O: 1.4163 1.3835 4.4328  -0.924
H: 1.9551 1.0849 3.7001  0.468
H: 0.7304 1.9130 4.0261  0.456
O: 4.9927 0.3765 3.7368  -0.958
H: 5.3402 -0.3442 4.2623  0.465
H: 4.4415 -0.0494 3.0802  0.489
O: -2.4721 -0.7716 -5.3027  -0.937
H: -2.2741 0.0109 -4.7881  0.486
H: -3.4283 -0.8146 -5.3157  0.452
O: -2.2207 -2.3037 4.9858  -0.960
H: -1.6303 -1.9671 5.6598  0.466
H: -1.8362 -2.0081 4.1605  0.490
O: 2.9604 -0.9081 -1.9270  -0.949
H: 3.0700 -0.1035 -1.4203  0.475
H: 2.1830 -1.3230 -1.5531  0.473
O: 5.0383 -1.7583 1.1355  -0.930
H: 5.7586 -1.5424 1.7279  0.462
H: 4.7970 -0.9223 0.7365  0.470
O: -2.3583 4.1491 -4.4154  -0.961
H: -1.4407 4.1413 -4.6880  0.464
H: -2.5524 3.2369 -4.2000  0.498
O: 2.9108 -4.2956 3.8274  -0.950
H: 2.8153 -3.4893 3.3205  0.486
H: 2.2090 -4.2552 4.4770  0.464
O: -2.7115 5.1624 -1.5934  -0.967
H: -1.9782 4.6467 -1.2579  0.476
H: -2.5359 5.2479 -2.5305  0.486
O: -1.5061 1.1840 3.9770  -0.937
H: -2.2473 0.6516 3.6882  0.480
H: -1.0253 1.3819 3.1733  0.457
O: -3.7124 1.5542 -3.3684  -0.945
H: -4.5892 1.3833 -3.7122  0.473
H: -3.7580 1.2860 -2.4506  0.476
O: 2.7280 2.0252 -1.3989  -0.946
H: 2.8454 2.2049 -0.4661  0.475
H: 2.2956 2.8074 -1.7415  0.475
O: 0.4011 1.9489 -5.1952  -0.945
H: 0.5669 2.8309 -4.8625  0.447
H: -0.0215 1.4933 -4.4672  0.486
O: -3.4306 -2.2669 1.4556  -0.943
H: -2.6710 -2.5002 0.9219  0.480
H: -4.0054 -3.0303 1.4016  0.464
O: 1.2137 -3.8680 1.0593  -0.934
H: 0.3008 -3.5853 1.0057  0.464
H: 1.2929 -4.5509 0.3932  0.473

Forces on the atoms, in the same order (eV/Å):
0.8492 -2.2441 0.5716
-0.2070 2.0731 -0.3144
0.3391 -0.3260 -0.4812
0.3088 -0.4392 0.6758
-0.5674 0.2980 0.3828
0.2291 -0.6166 -1.5469
0.1565 0.6017 2.7292
0.2117 -0.7517 0.4946
0.3831 0.7112 -0.6324
-0.5637 0.1530 -0.5069
-0.3055 -0.8460 -0.5419
-0.8533 0.9437 -0.4266
0.1528 0.3990 0.0952
0.0456 -0.2770 -0.0865
-0.1907 0.0462 0.2704
0.1896 0.1689 -0.1719
0.0323 0.1178 0.0912
0.4186 -0.2064 -0.0244
-0.1900 0.1670 0.1876
0.4235 0.3910 0.0237
-0.0172 -0.1590 0.1798
-0.4867 -0.3042 -0.2044
-0.0969 -0.2915 -0.3280
0.1914 0.2403 0.2678
-0.1812 -0.0354 -0.0104
-0.5349 -0.1636 0.3139
0.1849 0.1214 0.0785
0.3106 -0.0101 -0.3684
0.4921 -0.3443 -0.2861
-0.1258 0.3060 -0.0326
-0.1239 -0.0747 0.0262
0.0512 -0.2993 0.0144
0.2196 0.0605 0.1483
-0.1694 0.1562 -0.2279
-0.0407 0.6041 -0.1501
0.1602 -0.0749 -0.1524
-0.1867 -0.4750 0.3509
0.3194 -0.3029 0.2145
-0.1005 0.2782 -0.3286
-0.2053 0.0528 0.0825
-0.2581 0.5151 0.4922
0.1164 -0.3378 -0.0172
-0.0095 -0.2816 -0.4863
0.0280 0.2095 0.2496
-0.2579 -0.2146 -0.0788
-0.0722 -0.0408 -0.3453
0.1870 -0.0688 -0.2830
-0.2597 0.0197 -0.1513
0.0941 0.1621 0.3128
0.0370 -0.1363 -0.0626
-0.0107 0.0144 0.3567
-0.0940 0.1905 -0.1901
0.1385 0.4570 -0.4805
0.1606 0.1750 0.0380
-0.2355 -0.4942 0.3019
-0.2241 0.2469 0.1074
0.3217 0.0796 -0.2355
-0.1287 -0.2282 0.1172
0.1082 0.2381 0.1148
-0.3074 0.0025 0.0522
0.1438 -0.1562 -0.1889

The HOMO energy comes out at -0.310 Ha. Its charge is -1.

Formula: C4H32N2O10
Source: the OMol25 dataset
Level of theory: wB97M-V/def2-TZVPD

Last column: natural (NBO) charge in e.
Atoms and positions in Å:
C: -0.6938 2.3416 1.3683  -0.451
N: 0.6279 1.6986 1.2511  -0.664
C: 0.8113 0.6662 3.5343  -0.634
C: 0.9200 0.4572 1.9908  -0.069
C: 0.0950 -0.7675 1.6849  -0.259
N: 0.2030 -1.3070 0.3196  -0.898
H: -0.8772 3.0688 0.5750  0.239
H: -1.4424 1.6331 0.9774  0.180
H: -0.9072 2.6961 2.3729  0.195
H: 1.2414 2.4339 1.5841  0.384
H: -0.2183 0.7382 3.8933  0.208
H: 1.1742 1.6878 3.7312  0.203
H: 1.4848 0.0573 4.1299  0.224
H: 2.0111 0.4193 1.9486  0.218
H: 0.3767 -1.5582 2.3760  0.218
H: -0.9649 -0.5674 1.8793  0.214
H: 0.8700 -2.0630 0.2474  0.397
H: 0.4471 -0.5574 -0.3040  0.364
H: 3.0905 3.0079 -1.4563  0.476
H: 1.7820 2.4633 -0.8547  0.453
O: 2.5169 3.0494 -0.6847  -0.926
H: 2.2185 -0.4578 -2.0065  0.489
H: 3.4717 -1.3293 -1.9000  0.474
O: 2.7459 -1.0081 -1.3545  -1.003
H: -3.9894 -0.3034 1.9795  0.487
H: -2.9246 -1.0955 2.8570  0.486
O: -3.0702 -0.3760 2.2412  -0.965
H: 0.5888 1.3749 -0.6198  0.495
H: -0.6450 0.7275 -1.2883  0.492
O: 0.1369 1.2489 -1.5117  -1.027
H: -1.2355 -3.3813 -1.4024  0.461
H: -2.3502 -2.5911 -2.0568  0.479
O: -1.7851 -3.3669 -2.1743  -0.943
H: -1.8617 -3.7766 1.1795  0.471
H: -0.8238 -3.0805 0.2443  0.471
O: -1.0544 -3.9141 0.6810  -0.953
H: -2.4346 -0.2817 -0.3855  0.484
H: -1.3410 -1.1484 -1.1216  0.488
O: -2.2729 -0.8837 -1.1177  -0.979
H: 1.6407 -2.6060 -2.2634  0.471
H: 0.2824 -2.4857 -2.8832  0.464
O: 1.0524 -3.0660 -2.8807  -0.946
H: -0.5585 2.9696 -1.6708  0.490
H: -2.1312 3.1958 -1.8280  0.468
O: -1.2750 3.6194 -1.7738  -0.970
H: 1.2803 0.4115 -3.6935  0.485
H: 1.7211 1.3535 -2.6196  0.487
O: 2.0663 0.6530 -3.1947  -0.928

Forces on the atoms, in the same order (eV/Å):
-0.7423 -1.4828 -1.0896
-0.5608 0.5592 -0.8107
-0.2407 1.8942 -0.2362
0.5382 1.1075 2.6055
-0.0655 -0.4265 -0.8782
-0.4457 -0.1595 0.0731
0.8432 0.7559 0.4789
-0.1219 -0.3024 1.0282
-0.3435 0.0580 -0.0496
0.6849 -0.4235 -0.2539
0.0169 -0.6843 0.1476
0.1105 -0.1000 -0.0535
-0.3970 -0.5789 -0.0668
-0.0532 -0.9883 -1.0402
0.1069 0.0020 0.0976
0.3180 0.2756 0.0485
0.4946 0.4400 -0.0662
0.6911 -0.2529 -0.1908
-0.0024 -0.0172 -0.0125
0.1060 0.0883 -0.0059
0.3155 0.3112 0.0765
0.9949 -0.4623 0.5782
0.1155 0.0779 0.0816
-0.7006 -0.0972 -0.2834
-0.2073 -0.4043 0.3533
-0.5190 -0.1633 0.0381
0.4816 0.5902 -0.4132
-0.8265 -0.2365 -0.0020
-0.2456 0.1648 -0.3085
0.4372 0.0441 0.9804
0.2709 -0.5343 0.5057
-0.1062 -0.3077 0.0321
-0.4954 0.4350 -1.0408
-0.1224 0.2083 -0.1502
-0.2623 0.2569 0.7080
0.4138 -0.3454 -0.0491
0.2006 -0.2835 0.3241
-0.1647 0.0140 0.7890
-0.2969 0.5433 -0.7415
0.2183 -0.1167 -0.0445
-0.3265 -0.4150 -0.2369
0.1973 0.4794 0.3162
-0.8590 -0.1559 -0.2600
0.1430 -0.4469 -0.0465
0.4075 0.8567 0.1155
-0.0455 -0.0542 -0.2658
0.0584 -0.2639 -0.3614
-0.0142 0.5408 -0.4202

The HOMO energy comes out at -0.366 Ha. Its charge is 0. The SMILES is CN[C@@H](C)CN.O.O.O.O.O.O.O.O.O.O.

DFT total energy (eV)
-25847.3922, -30137.3065, -54492.6572, -28121.6732
ΔE to the lowest compared entry with this formula, charge and spin (kcal per mole)
18.8, 49.2, 49.4, 32.2
Gap between HOMO and LUMO (eV)
7.221, 8.646, 10.110, 9.819